[1]
Below is a structure of composition C18H22B2F4N7O6V, with properties calculated with wB97M-V/def2-TZVPD.

The geometry in XYZ format:
```
60
C18H22B2F4N7O6V, DFT wB97M-V/def2-TZVPD
V -0.30837 0.41137 0.04350
C -4.22756 1.18154 -1.59301
C -2.87366 0.62494 -1.38969
N -2.14603 0.78713 -0.35954
O -2.07332 1.50161 0.70104
B -3.00236 0.82448 2.10077
F -3.27690 1.89320 2.82259
F -3.98101 0.18780 1.42754
O -1.94320 0.00222 2.61819
N -1.30912 -0.69008 1.63937
C -1.13097 -1.93921 1.84627
C -1.68340 -2.71221 2.98093
C -0.26483 -2.54364 0.82024
N 0.23417 -1.67307 0.01429
O 1.04497 -2.15684 -0.93946
B 0.34427 -2.36233 -2.27168
F 1.22680 -2.88751 -3.12872
F -0.83070 -3.05736 -2.04571
O -0.03565 -0.97611 -2.77086
N -0.88052 -0.35841 -1.95308
C -2.08681 -0.17515 -2.36676
C -2.65167 -0.63583 -3.65376
C -0.00891 -3.99806 0.74121
H -4.50840 1.83515 -0.77143
H -4.94521 0.35944 -1.65640
H -4.26532 1.72265 -2.54000
H -2.35369 -2.11126 3.58414
H -0.86653 -3.08212 3.60631
H -2.20903 -3.58859 2.59559
H -1.95759 -1.28683 -4.17400
H -2.88329 0.22379 -4.28845
H -3.58792 -1.16653 -3.46821
H -0.06083 -4.46103 1.72397
H 0.95308 -4.18967 0.27327
H -0.77422 -4.45136 0.10297
N 3.82304 1.05872 -4.82850
C 3.60852 0.79325 -3.73309
C 3.34256 0.46533 -2.36269
C 4.33711 0.01585 -1.50154
C 3.98709 -0.26682 -0.19053
C 2.67654 -0.11789 0.20333
N 1.71505 0.31730 -0.62978
C 2.04906 0.61063 -1.88535
H 5.35266 -0.10474 -1.85371
H 4.72063 -0.61458 0.52217
H 2.37978 -0.35962 1.21367
H 1.27390 0.96422 -2.54758
O 1.49584 3.38942 0.16190
C 0.61771 3.20533 -0.61421
O -0.05673 2.02102 -0.69637
H 0.24925 3.90226 -1.37394
C 2.94752 2.87068 3.53993
C 1.41361 2.80799 3.53967
C 0.91281 1.88356 2.54731
N 0.53063 1.13932 1.76287
H 3.26507 3.59949 4.28149
H 3.32182 3.18424 2.56756
H 3.38009 1.90719 3.80345
H 0.97408 3.77982 3.29806
H 1.00612 2.49590 4.50450
```

Properties
Kohn-Sham gap (spin up / spin down): 6.17 / 6.17 eV
total charge: +2
HOMO energy (spin up / spin down): -15.84 / -15.84 eV
relative energy (zero: lowest compared OMol25 entry of this formula, charge and spin): 0.270 eV

Atom charges from the Löwdin analysis, given in e for atoms 1 to 5: 1.123 0.066 -0.129 -0.106 0.036

=====

[2]
Below is a structure of composition C18H22BClN6O5PtS4, with properties calculated with wB97M-V/def2-TZVPD.

The geometry in XYZ format:
```
58
C18H22BClN6O5PtS4, DFT wB97M-V/def2-TZVPD
Pt 0.05448 -0.96780 0.55532
C -3.63722 -1.42843 0.50841
C -2.97612 -0.24227 -0.10107
C -3.61844 0.83311 -0.72108
C -2.62784 1.71623 -1.09551
C -2.77169 3.02672 -1.79350
N -1.44639 1.19447 -0.72419
N -1.65980 -0.01286 -0.12380
B -0.04339 1.80912 -0.92175
N 0.80519 0.92314 -1.84023
N 0.85093 -0.41253 -1.62649
C 1.56823 -0.95682 -2.59928
C 1.83567 -2.42493 -2.62760
C 1.98350 0.04995 -3.48312
C 1.47413 1.22758 -2.96956
C 1.59784 2.61669 -3.49923
N 0.61556 1.92008 0.47025
N 0.57660 0.86397 1.32093
C 1.03289 1.26047 2.51379
C 1.06569 0.36593 3.70227
C 1.38732 2.60711 2.41529
C 1.10325 2.98853 1.11741
C 1.25988 4.32634 0.47674
H -4.61918 -1.56046 0.05688
H -3.74646 -1.28777 1.58168
H -3.07465 -2.34669 0.37646
H -4.67884 0.94850 -0.86530
H -3.82867 3.23105 -1.94953
H -2.27478 3.01799 -2.76412
H -2.34503 3.83996 -1.20681
H -0.15290 2.89904 -1.39389
H 1.00264 -2.96602 -2.18146
H 2.74343 -2.67088 -2.07225
H 1.96593 -2.77815 -3.64941
H 2.57035 -0.06559 -4.37856
H 2.19046 2.60479 -4.41156
H 2.08884 3.27391 -2.78088
H 0.62240 3.04666 -3.72795
H 0.10893 -0.13986 3.81444
H 1.27634 0.94970 4.59596
H 1.83168 -0.40463 3.61467
H 1.77122 3.23001 3.20472
H 1.64917 5.03349 1.20585
H 0.30727 4.70232 0.10418
H 1.95322 4.28378 -0.36391
O 2.68066 -7.17134 0.94648
C 2.20884 -6.08339 0.88264
S 3.07374 -4.61466 1.43365
C 1.79941 -3.50042 1.07844
C 0.60097 -4.04326 0.52614
S -0.67089 -3.08428 0.11523
S 0.55644 -5.75892 0.29198
S 1.96964 -1.88387 1.33432
O -2.37405 -3.41502 2.84418
Cl -1.61012 -2.40111 3.54023
O -1.89224 -2.40653 4.94362
O -1.93899 -1.10037 2.97551
O -0.19506 -2.66181 3.32438
```

Properties
Kohn-Sham gap (spin up / spin down): 5.47 / 5.47 eV
HOMO energy (spin up / spin down): -8.46 / -8.46 eV
relative energy (zero: lowest compared OMol25 entry of this formula, charge and spin): 0.215 eV

Atom charges from the natural (NBO) analysis, given in e for atoms 1 to 5: 0.876 -0.655 0.233 -0.346 0.224

=====

[3]
Below is a cluster of 6 separate species, C18H22BrF6O19P in total at a distorted geometry, with properties calculated with wB97M-V/def2-TZVPD.

The geometry in XYZ format:
```
67
C18H22BrF6O19P, DFT wB97M-V/def2-TZVPD
C 5.26274 2.02534 3.73733
C 4.40334 1.67776 2.50291
C 3.12216 1.04343 2.98547
Br 3.28729 -0.88849 3.08804
O 2.00877 1.35991 2.12664
P 0.72133 1.89294 2.86876
O -0.42229 1.88296 1.99987
O 0.46987 1.13093 4.18473
O 1.09223 3.43821 3.34004
F 1.36750 4.04289 2.11521
H 5.10088 3.04155 4.05712
H 4.97925 1.36965 4.55116
H 6.30622 1.87371 3.50958
H 4.99453 1.01261 1.89130
H 4.20275 2.57516 1.93696
H 2.92795 1.44382 3.96836
H -0.08260 0.35313 3.98642
C 4.37698 7.46945 4.41112
C 5.18700 7.09626 5.62991
O 5.74490 5.84887 5.25364
C 5.86624 5.85946 3.89379
O 6.52043 5.09705 3.27295
O 5.13488 6.86686 3.35550
F 4.40480 6.92235 6.72135
H 3.37771 7.03314 4.43817
H 4.29322 8.54309 4.26757
H 5.99041 7.79355 5.87198
C -2.75398 -2.98987 2.32407
C -1.25830 -3.19636 2.28692
O -0.78113 -2.04906 2.97375
C -1.75486 -1.67729 3.85061
O -1.58539 -0.92206 4.75055
O -2.92452 -2.27870 3.55926
F -0.77689 -3.18914 1.02285
H -3.09992 -2.36951 1.49686
H -3.31249 -3.92136 2.32924
H -0.91018 -4.09467 2.79837
C 0.88113 -0.10128 -0.59124
C 2.26289 -0.46849 -1.08187
O 2.11962 -1.84726 -1.39376
C 0.81917 -2.04209 -1.73446
O 0.40603 -3.00390 -2.29436
O 0.05539 -0.99313 -1.35929
F 3.18808 -0.32640 -0.10807
H 0.75522 -0.31087 0.47065
H 0.62009 0.93591 -0.77942
H 2.58796 0.07194 -1.97250
C -2.18949 -2.61108 -3.82320
C -1.97993 -2.74308 -5.31032
O -3.25306 -2.38312 -5.83174
C -3.81893 -1.51988 -4.93763
O -4.75263 -0.82981 -5.17250
O -3.16616 -1.55568 -3.75732
F -1.69943 -4.01607 -5.67348
H -2.60656 -3.51912 -3.38664
H -1.28466 -2.34727 -3.28914
H -1.21986 -2.07814 -5.72293
C -6.46314 -3.19100 -6.50778
C -7.13118 -3.56084 -7.80904
O -7.19397 -4.97497 -7.73038
C -7.26120 -5.29836 -6.40476
O -7.58057 -6.35623 -5.98755
O -6.91851 -4.23619 -5.63515
F -6.37963 -3.20996 -8.88130
H -5.37845 -3.22624 -6.58246
H -6.76045 -2.21461 -6.13814
H -8.13863 -3.16033 -7.93260
```

Properties
Kohn-Sham gap: 10.89 eV
SMILES: CC[C@H](Br)O[P@@](=O)(O)OF.O=C1OC[C@@H](F)O1.O=C1OC[C@@H](F)O1.O=C1OC[C@@H](F)O1.O=C1OC[C@@H](F)O1.O=C1OC[C@@H](F)O1
HOMO energy: -10.76 eV

Atom charges from the natural (NBO) analysis, given in e for atoms 1 to 5: -0.597 -0.460 0.061 0.015 -0.809

=====

[4]
Below is an isolated molecule of C18H22ClF2N3O4, with properties calculated with wB97M-V/def2-TZVPD.

The geometry in XYZ format:
```
50
C18H22ClF2N3O4, DFT wB97M-V/def2-TZVPD
C -0.90512 0.28281 -1.64314
N 0.18751 -0.60968 -1.28297
C 1.26406 0.03462 -0.53525
C 2.26963 0.72352 -1.45420
C 3.38491 1.48464 -0.72176
C 3.01586 2.06044 0.64077
N 1.99592 3.09418 0.52839
C 0.85776 3.09798 1.26263
O 0.55366 2.23602 2.06400
C -0.02154 4.27720 1.01970
C 0.22267 5.51280 0.52584
C -1.03663 6.20100 0.57707
N -1.37249 7.44595 0.21508
C -2.62966 7.75289 0.40281
Cl -3.11845 9.36058 -0.05221
C -3.61425 6.90384 0.93688
C -3.26755 5.62200 1.31094
C -1.93909 5.28977 1.11659
O -1.32421 4.11456 1.39299
C 0.02257 -1.93099 -1.52660
O -1.00453 -2.36898 -2.02855
C 1.11702 -2.93943 -1.10720
C 0.88321 -3.29072 0.36767
O 2.40545 -2.35696 -1.29392
C 0.97048 -4.16999 -2.00937
C 1.74774 -5.37283 -1.55658
F 1.67501 -6.35000 -2.49996
F 3.09296 -5.06966 -1.41710
H -1.52223 -0.18124 -2.40454
H -1.52312 0.50503 -0.76863
H -0.49527 1.21838 -2.02446
H 0.78616 0.74788 0.13658
H 1.77706 -0.69384 0.08544
H 2.70628 -0.02912 -2.10785
H 1.72158 1.41939 -2.09658
H 4.22616 0.80719 -0.54976
H 3.77280 2.28196 -1.36182
H 2.61871 1.29925 1.30831
H 3.90662 2.47945 1.11537
H 2.11658 3.81274 -0.16561
H 1.16574 5.91232 0.19261
H -4.62444 7.26748 1.04719
H -3.98469 4.92905 1.72822
H -0.06112 -3.82435 0.48561
H 1.69700 -3.91517 0.73968
H 0.84408 -2.39415 0.98469
H 3.05127 -3.07310 -1.30226
H -0.08034 -4.44735 -2.06348
H 1.29783 -3.91454 -3.01917
H 1.42823 -5.80183 -0.60670
```

Properties
Kohn-Sham gap: 9.07 eV
SMILES: CN(CCCCNC(=O)c1cc2nc(Cl)ccc2o1)C(=O)[C@](C)(O)CC(F)F
HOMO energy: -9.25 eV
relative energy (zero: lowest compared OMol25 entry of this formula, charge and spin): 0.280 eV

Atom charges from the natural (NBO) analysis, given in e for atoms 1 to 5: -0.413 -0.427 -0.224 -0.413 -0.404